{
  "formula": "C31H25NO4S",
  "method": "wB97M-V/def2-TZVPD",
  "e_lumo_ev": -3.2,
  "e_homo_ev": -5.31,
  "energy_ev": -53062.656,
  "e_above_lowest_kj_mol": 173.5,
  "max_force_ev_per_a": 3.3,
  "species": ["H", "H", "C", "S", "H", "C", "C", "H", "O", "H", "C", "C", "C", "C", "H", "C", "C", "O", "H", "C", "C", "H", "H", "C", "H", "C", "H", "H", "C", "H", "C", "N", "H", "H", "C", "C", "H", "C", "H", "C", "O", "C", "H", "C", "O", "H", "C", "H", "C", "H", "C", "C", "H", "H", "C", "C", "H", "C", "C", "C", "H", "C"],
  "positions_angstrom": [[-2.911, 3.053, 4.583], [4.993, -1.385, 5.093], [3.646, -0.202, 3.913], [-0.912, -3.191, -1.742], [2.266, -1.798, 4.066], [4.981, -0.827, 4.149], [2.978, -3.285, -0.529], [-6.675, 0.560, 3.227], [5.176, 1.556, 3.860], [6.742, 0.302, 3.426], [-2.462, -0.718, 3.791], [-2.169, -3.838, -0.656], [-2.548, -5.155, -0.752], [-0.037, -0.502, 3.757], [6.391, 0.535, 5.151], [-3.729, -3.495, 1.107], [0.558, -3.457, -0.753], [-0.798, -4.108, -2.936], [-3.832, -6.680, 0.012], [1.254, 0.083, 3.693], [-1.310, 0.103, 3.897], [2.913, 3.046, 3.262], [-2.444, -1.972, 0.307], [5.494, -2.127, -2.937], [-0.047, -1.578, 3.737], [-3.528, -5.649, 0.085], [-5.233, -1.286, 2.901], [-5.172, -1.571, 4.645], [1.882, -2.583, -2.596], [-0.664, 2.102, 4.409], [-2.750, -3.005, 0.268], [6.527, -1.869, -3.417], [0.982, -2.453, -3.173], [-2.356, -1.773, 3.611], [-2.764, 2.015, 4.335], [3.095, -2.257, -3.120], [0.670, 2.072, 3.094], [2.745, 2.000, 3.452], [-6.644, 0.264, 4.982], [1.488, 1.457, 3.418], [-5.225, 1.564, 4.277], [3.846, 1.184, 3.731], [-4.187, -2.845, 1.831], [-4.119, -4.816, 1.014], [-1.052, -1.692, -1.870], [5.226, -1.530, 3.343], [1.771, -3.120, -1.276], [-4.885, -5.197, 1.669], [-1.511, 1.475, 4.208], [-2.087, -5.780, -1.499], [4.269, -2.436, -2.375], [2.389, -0.745, 3.893], [3.166, -1.859, -4.118], [5.089, -3.066, -0.502], [-3.712, -0.177, 3.931], [5.935, 0.383, 4.165], [2.922, -3.681, 0.471], [-5.066, -0.804, 3.870], [-6.018, 0.387, 4.090], [-3.889, 1.199, 4.188], [0.464, -3.877, 0.226], [4.182, -2.946, -1.070]],
  "mulliken_charge": [0.462, 0.299, 0.953, 1.256, 0.470, -0.630, -0.928, 0.317, -0.489, 0.298, -0.555, -0.389, -0.295, -0.201, 0.267, 0.195, -0.521, -0.662, 0.386, 0.662, 0.554, 0.468, 0.505, 0.146, 0.408, -0.649, 0.052, 0.356, -0.600, 0.786, -0.341, -0.607, 0.375, 0.513, -1.212, -0.929, 0.799, -1.081, 0.257, -0.893, -0.494, 0.013, 0.057, -0.509, -0.640, 0.241, 1.197, 0.403, -0.891, 0.460, 0.416, -0.792, 0.424, 0.450, 1.036, -0.362, 0.367, -0.409, -0.493, -0.037, 0.412, -0.652]
}